A cluster of 12 separate species, C48H118N2O12 in total, computed with the ωB97M-V functional and the def2-TZVPD basis.

```
180
Properties=species:S:1:pos:R:3:forces:R:3
C 2.532150 2.666975 -3.167835 0.272 1.607 -0.267
C 1.340440 2.847995 -4.140195 0.381 0.897 -0.607
C 1.168180 4.432565 -4.448755 0.677 -1.259 0.866
C 1.721540 2.166955 -5.489495 -0.500 0.229 0.437
C 0.566900 2.109655 -6.481215 -0.297 -1.263 0.669
C -0.631640 1.254905 -5.869255 2.226 1.172 -0.778
C -0.969360 1.782625 -4.450185 -1.211 -0.548 -0.648
C -1.945340 2.950405 -4.814985 -0.177 -0.037 1.896
C -1.644500 0.584985 -3.724115 -0.802 0.947 -0.890
N 0.174920 2.152445 -3.600575 1.292 -0.994 -4.025
O -0.160710 2.539055 -2.357315 -0.796 0.513 1.827
H 3.392690 3.186825 -3.588925 0.217 -0.122 -0.579
H 2.409230 3.306145 -2.293505 -0.499 -0.445 0.474
H 2.916280 1.685045 -2.891525 -0.821 -0.154 -0.228
H 1.172610 5.065235 -3.561165 -0.375 -0.303 0.388
H 2.108970 4.713075 -4.922365 -0.224 0.128 -0.559
H 0.283340 4.682605 -5.034105 0.329 -0.108 -0.119
H 2.522720 2.687995 -6.013625 0.263 0.250 0.490
H 2.098900 1.175445 -5.239285 -0.136 -0.207 -0.149
H 0.301940 3.126695 -6.770215 -0.375 -0.025 0.120
H 0.978780 1.648395 -7.378815 -0.353 -0.183 -0.191
H -0.371980 0.197225 -5.913725 0.327 -0.054 0.330
H -1.479240 1.363105 -6.545985 -0.235 0.035 0.346
H -2.882830 2.657055 -5.287375 0.352 -0.429 -0.498
H -1.420510 3.711265 -5.392695 -0.291 -0.103 0.011
H -2.326410 3.374155 -3.885825 0.317 0.553 0.220
H -2.125190 0.868605 -2.787855 0.354 -0.107 0.213
H -0.951820 -0.252455 -3.640435 0.015 0.174 0.310
H -2.471050 0.276595 -4.364285 -0.112 -0.260 -0.080
H 0.103680 1.747265 -1.883235 -0.125 0.140 0.974
C 1.490230 3.838135 1.300535 -1.054 -0.194 -0.025
C 0.563610 5.083055 1.210485 -0.419 -1.200 -0.288
C 0.689790 5.887175 2.499915 -0.642 -0.152 -0.506
C 1.073980 5.866835 0.014275 -0.563 1.679 0.742
C 0.101790 7.029065 -0.381885 0.486 -1.144 -0.757
C -1.230070 6.392175 -0.778785 0.002 0.062 0.049
C -1.888660 5.579875 0.360785 -0.377 -0.196 0.175
C -2.461800 6.558625 1.433445 0.657 -0.732 0.273
C -3.088330 4.775905 -0.235805 0.577 0.138 0.629
N -0.894730 4.660575 0.926135 2.257 0.585 -1.594
O -1.417370 3.757045 1.840935 -0.033 0.193 0.767
H 1.246100 3.164525 2.121965 0.003 0.233 0.326
H 1.369420 3.213645 0.415365 0.136 0.125 -0.278
H 2.528920 4.154685 1.395485 -0.021 0.005 -0.019
H 0.297830 6.883925 2.297535 -0.064 0.034 0.477
H 0.061040 5.333335 3.197075 0.135 0.400 0.516
H 1.718070 5.983685 2.848385 -0.016 -0.172 0.022
H 2.001540 6.357455 0.309285 0.273 -0.137 0.199
H 1.351370 5.214415 -0.813675 -0.547 0.023 -0.247
H -0.041150 7.833595 0.339505 0.235 -0.339 0.444
H 0.634050 7.506725 -1.204465 -0.505 0.191 -0.420
H -1.050060 5.755585 -1.645075 -0.008 -0.348 0.047
H -1.980000 7.111335 -1.108205 0.039 0.297 0.058
H -3.448270 6.939365 1.168875 0.352 0.599 -0.245
H -1.659360 7.259985 1.662115 -0.581 0.765 -0.338
H -2.600960 6.104095 2.414335 -0.098 -0.700 -0.128
H -3.723450 5.466635 -0.790435 -0.205 0.006 0.197
H -3.607170 4.320325 0.607615 -0.358 0.178 -0.081
H -2.844110 3.950405 -0.904385 0.565 0.149 -0.077
H -1.411620 2.944525 1.329685 -0.204 -0.539 -0.100
C -0.119370 -1.799365 -1.164245 -1.229 -0.393 0.873
C 0.850900 -0.891205 -0.416555 -0.379 0.766 -0.018
C 0.548680 -0.687055 1.076835 -1.446 -0.381 -0.510
O 2.108200 -1.451395 -0.496165 1.775 -1.265 -0.807
H -0.136460 -2.757795 -0.645385 0.168 -0.218 0.283
H -0.046440 -2.106825 -2.207435 0.873 0.697 -0.059
H -1.143560 -1.443045 -1.053875 -0.072 0.363 0.099
H 0.976540 0.104795 -0.841185 -0.707 0.323 -0.546
H 0.686120 0.340155 1.414555 0.429 -0.202 -0.044
H 1.123470 -1.426355 1.634645 0.073 0.250 0.188
H -0.509970 -0.905675 1.216755 -0.173 0.011 0.323
H 2.703760 -0.778645 -0.158055 0.503 0.185 0.439
C 4.523000 -2.039685 2.858475 -0.434 -0.210 0.240
C 3.878880 -1.322655 4.059485 -0.424 -0.248 -1.626
C 4.840060 -1.428085 5.211195 -0.167 -0.127 0.860
O 3.466690 -0.014325 3.676005 1.343 0.371 -0.651
H 5.426900 -1.535375 2.516795 -0.053 0.128 -0.029
H 3.837490 -2.219035 2.030215 -0.072 0.410 -0.098
H 4.809920 -3.040555 3.181015 0.150 -0.032 0.098
H 2.883530 -1.745065 4.197135 0.314 -1.139 0.852
H 4.925640 -2.483605 5.469395 -0.084 -0.080 0.134
H 4.511000 -0.901585 6.107085 -0.103 0.080 -0.003
H 5.860980 -1.113355 4.994935 -0.112 0.288 -0.370
H 3.065780 0.413805 4.435995 -0.199 0.477 0.352
C -3.405140 -2.692495 -2.575815 0.457 -0.013 -0.604
C -4.739540 -3.393815 -2.801535 0.704 -2.126 0.224
C -4.808750 -4.709825 -2.029555 -0.463 -0.863 -0.150
O -5.829150 -2.700785 -2.400255 -2.086 2.265 0.837
H -3.472590 -1.700415 -2.129375 -0.346 -0.026 0.166
H -2.955510 -2.549635 -3.558425 0.401 0.069 0.069
H -2.731160 -3.296995 -1.968825 0.047 0.047 -0.005
H -4.891410 -3.583335 -3.864135 0.460 -0.405 -0.308
H -5.781950 -5.180795 -1.891075 -0.719 0.634 -0.814
H -4.582510 -4.609695 -0.968005 1.098 0.130 -0.162
H -4.298700 -5.485855 -2.600285 0.827 0.000 0.610
H -5.876630 -1.930515 -2.971245 -0.365 0.332 0.176
C 0.922540 -6.550415 4.470845 -1.139 0.903 1.085
C 1.198990 -5.942475 3.097165 0.542 1.230 0.946
C 1.433060 -4.363305 3.059425 -0.763 -1.401 -0.253
O 2.369430 -6.562895 2.637885 0.409 -0.659 -1.535
H -0.142220 -6.576625 4.702575 -0.296 -0.101 -0.248
H 1.277230 -5.919905 5.286175 0.547 0.124 0.005
H 1.293130 -7.558665 4.655775 0.171 0.083 -0.592
H 0.361940 -6.185775 2.442755 0.405 -0.236 -0.361
H 0.531200 -3.756125 3.137445 -0.254 -0.196 0.723
H 1.754120 -4.079095 2.057305 0.610 -0.294 0.002
H 2.164470 -4.112615 3.827735 0.013 0.268 -0.097
H 3.163060 -6.297275 3.108205 -0.252 0.309 0.286
C -0.757170 -6.487715 -1.857605 0.672 -0.118 1.592
C -0.713890 -6.356535 -0.269195 -0.707 0.516 -1.393
C -2.071920 -6.021735 0.348735 -0.182 0.286 -0.133
O -0.284830 -7.576705 0.230035 0.606 -1.106 0.509
H -0.967730 -5.563115 -2.395065 -0.227 -0.136 0.034
H -1.422010 -7.319975 -2.088735 -0.627 0.334 -0.110
H 0.202970 -6.892445 -2.177665 0.269 0.443 0.051
H 0.007930 -5.618285 0.080175 0.217 0.013 -0.341
H -2.176880 -4.949235 0.512525 -0.202 0.133 -0.238
H -2.200540 -6.487475 1.325795 0.297 -0.073 0.085
H -2.887630 -6.385355 -0.276165 -0.099 0.127 -0.087
H -0.991860 -8.201275 0.052195 0.015 -0.327 0.054
C 2.048120 -3.916045 -4.996195 -0.216 -0.020 -0.394
C 2.600700 -3.024955 -3.926075 -0.311 0.647 1.666
C 2.116510 -1.555195 -4.072875 1.140 -0.680 0.238
O 2.241830 -3.506795 -2.567235 -0.260 -0.407 -1.936
H 0.967470 -3.789085 -5.060915 -0.181 -0.443 0.326
H 2.357220 -4.957275 -4.904555 -0.269 0.005 0.225
H 2.379910 -3.584705 -5.980185 0.375 0.164 0.002
H 3.689710 -3.066545 -3.905165 0.164 0.238 -0.465
H 1.034960 -1.458595 -4.167865 0.046 -0.066 0.221
H 2.588010 -1.028915 -4.902825 -0.014 -0.260 -0.290
H 2.520660 -1.071575 -3.183555 -0.526 0.424 0.156
H 2.261720 -2.767995 -1.954555 0.151 0.394 0.257
C -3.334850 0.989065 2.121125 0.205 0.633 0.204
C -3.343250 0.755145 0.632735 0.955 -0.972 0.027
C -4.500210 1.309955 -0.076055 -1.773 0.863 0.095
O -2.171980 1.320175 0.076205 0.975 0.356 0.251
H -2.403520 0.681965 2.596955 -0.057 -0.569 -0.215
H -4.195290 0.498435 2.576115 0.150 0.145 0.182
H -3.338790 2.056365 2.342405 -0.490 0.224 -0.144
H -3.321040 -0.318195 0.444255 0.153 -0.348 0.058
H -4.679180 2.323605 0.282525 -0.068 0.171 -0.171
H -5.406560 0.742465 0.135085 -0.081 -0.094 -0.073
H -4.369860 1.355255 -1.157285 0.071 -0.175 -0.084
H -2.337620 1.471945 -0.857135 0.214 0.134 -0.118
C 0.246960 2.813915 5.848355 0.149 -0.422 -0.406
C 0.816750 1.371835 5.646525 -1.602 1.974 -1.265
C 0.278240 0.813895 4.285255 0.865 -0.182 1.334
O 2.252160 1.376655 5.653025 -0.716 -0.104 0.339
H 0.476580 3.281835 6.805655 0.025 -0.278 0.214
H -0.834480 2.771045 5.718955 -0.065 -0.055 0.283
H 0.567700 3.517085 5.079735 0.330 -0.164 -0.250
H 0.376710 0.789115 6.455785 0.516 -0.426 0.096
H 0.590150 1.371415 3.402095 0.256 0.114 0.265
H -0.811130 0.777675 4.277905 0.046 -0.155 0.218
H 0.706760 -0.188215 4.269235 -0.317 -0.224 -0.638
H 2.502560 2.245725 5.974945 0.326 -0.022 -0.001
C 4.603910 1.403285 -0.951235 1.541 -1.101 -0.679
C 4.750950 0.659905 0.343235 0.104 1.223 1.617
C 5.787890 1.299065 1.307955 0.316 -0.902 0.030
O 3.477690 0.691655 0.974095 -0.482 0.036 -0.697
H 3.953920 2.278105 -0.933755 0.097 -0.340 0.044
H 4.404000 0.630435 -1.693415 -1.070 0.380 -0.347
H 5.622500 1.630615 -1.265725 0.102 0.762 0.008
H 4.989060 -0.387015 0.155225 0.474 -0.113 -0.058
H 6.825550 1.104185 1.037035 0.035 0.130 -0.663
H 5.758210 0.795405 2.274165 -0.488 0.119 0.225
H 5.681950 2.371695 1.470225 -0.329 -0.033 -0.195
H 3.582160 0.509305 1.910805 -0.158 -0.273 0.739
C -4.679870 -2.415445 1.829685 0.349 -0.195 -0.547
C -3.907030 -3.090775 2.964325 0.719 2.162 -0.633
C -2.632090 -2.277925 3.206675 0.842 -1.389 -0.114
O -4.636640 -3.034305 4.147345 -1.012 -0.727 0.784
H -5.663270 -2.843065 1.634315 0.095 -0.166 -0.029
H -4.061870 -2.439695 0.932135 -0.165 -0.419 -0.308
H -4.790000 -1.338985 1.960785 -0.191 -0.013 0.589
H -3.615000 -4.099505 2.672295 -0.347 -0.227 0.360
H -2.031680 -2.396895 2.304755 0.241 0.784 -0.174
H -2.029610 -2.768535 3.971145 -0.089 -0.161 0.231
H -2.770120 -1.259455 3.569655 -0.265 -0.039 -0.532
H -5.149600 -2.226905 4.066245 -0.218 0.015 0.366
```
Positions in Å, forces in eV/Å.

Values from the calculation:
Energy above the lowest of the compared OMol25 structures with the same formula, charge and spin, kJ/mol: 412.2
HOMO level, eV: -7.83
Multiplicity: 1
Strongest force on any atom, eV/A: 4.34
Structure (SMILES): CC1(C)CCCC(C)(C)N1O.CC1(C)CCCC(C)(C)N1O.CC(C)O.CC(C)O.CC(C)O.CC(C)O.CC(C)O.CC(C)O.CC(C)O.CC(C)O.CC(C)O.CC(C)O

Atomic partial charges in e from the Löwdin method, atoms 1 to 4: number 1, C, carries -0.0408; number 2, C, carries -0.4372; number 3, C, carries 0.0011; number 4, C, carries -0.1470